# 1
{
  "formula": "C7H16N3P",
  "method": "wB97M-V/def2-TZVPD",
  "lumo_ev": [0.9, -2.7],
  "de_lowest_kj_mol": 0.0,
  "e_tot_ev": -21271.2647,
  "multiplicity": 3,
  "fmax_ev_per_a": 3.90,
  "charge": 0,
  "elements": ["C", "C", "C", "C", "C", "C", "C", "N", "N", "N", "P", "H", "H", "H", "H", "H", "H", "H", "H", "H", "H", "H", "H", "H", "H", "H", "H"],
  "xyz": [[1.60, -1.88, -0.15], [2.22, 0.57, 0.13], [0.31, -1.34, -0.79], [0.95, 1.07, -0.51], [0.51, -0.33, 1.29], [1.90, -0.69, 0.85], [-0.10, 0.03, -0.09], [-2.04, 2.15, 0.69], [-2.22, 0.64, -1.93], [-2.82, -0.29, 0.87], [-1.76, 0.79, 0.04], [1.29, -2.82, 0.23], [2.44, -2.14, -0.85], [3.03, 0.58, -0.65], [2.54, 1.31, 0.87], [0.19, -1.35, -1.86], [-0.52, -1.99, -0.61], [0.82, 2.12, -0.16], [1.00, 1.19, -1.54], [-0.01, -1.27, 1.69], [0.44, 0.51, 2.10], [2.54, -1.06, 1.70], [-1.78, 3.09, 0.30], [-3.17, 0.72, -1.77], [-1.79, 1.36, -2.66], [-3.09, 0.21, 1.64], [-2.48, -1.19, 1.17]]
}

# 2
{
  "formula": "C6H11NOS",
  "method": "wB97M-V/def2-TZVPD",
  "lumo_ev": [0.2, 0.2],
  "de_lowest_kj_mol": 656.4,
  "e_tot_ev": -20766.5452,
  "smiles": "C=CC(=C)[S@](=C)(=O)NC",
  "fmax_ev_per_a": 3.92,
  "charge": 0,
  "elements": ["C", "C", "C", "C", "C", "C", "N", "O", "S", "H", "H", "H", "H", "H", "H", "H", "H", "H", "H", "H"],
  "xyz": [[-2.04, -1.68, -0.84], [-1.09, 1.64, 0.61], [1.79, 2.05, -0.92], [-1.95, -0.64, -0.03], [-1.02, 0.46, -0.01], [1.38, -1.47, 0.92], [1.77, -0.09, 0.67], [1.12, -0.37, -1.85], [1.03, 0.58, -0.78], [-2.78, -2.54, -0.88], [-1.47, -1.70, -1.76], [-0.33, 2.40, 0.71], [-1.99, 2.00, 1.06], [1.50, 2.38, -1.88], [1.87, 2.80, -0.18], [-2.79, -0.63, 0.84], [0.72, -1.80, 0.24], [2.17, -2.31, 0.94], [0.82, -1.64, 1.78], [1.29, 0.57, 1.37]]
}